#A
This record from the OMol25 dataset describes a 8-piece molecular cluster, C16H32Br16 overall. The level of theory is ωB97M-V/def2-TZVPD.

**SMILES**: BrCCBr.BrCCBr.BrCCBr.BrCCBr.BrCCBr.BrCCBr.BrCCBr.BrCCBr
**HOMO-LUMO gap**: 9.93 eV
**E_HOMO**: -9.95 eV

Geometry as ORCA input:
```
! RIJCOSX wB97M-V def2-TZVPD def2/J DEFGRID3
* xyz 0 1
Br 1.26872 -2.41918 0.21120
C 1.14300 -0.47781 0.45529
C -0.25126 0.08240 0.10719
Br -0.16390 2.00653 0.21202
H 1.91660 -0.01733 -0.15919
H 1.36482 -0.21931 1.49070
H -0.94255 -0.38437 0.80887
H -0.52104 -0.25265 -0.89434
Br 6.55778 -1.22781 4.59119
C 8.20799 -1.88431 3.77082
C 8.16712 -3.42630 3.65108
Br 10.12645 -3.82770 3.31534
H 9.07952 -1.57624 4.34844
H 8.20564 -1.30619 2.84677
H 7.57142 -3.77777 2.80864
H 7.63998 -3.91670 4.46944
Br 3.99291 -0.19073 -7.12498
C 2.51741 -0.61183 -5.80369
C 2.39134 -2.14452 -5.60357
Br 0.45309 -2.72274 -5.35815
H 1.66224 -0.25023 -6.37467
H 2.65422 0.03123 -4.93429
H 3.04930 -2.57290 -4.84747
H 2.58901 -2.61047 -6.56893
Br -2.85792 3.86070 7.31781
C -2.92343 2.22605 6.15199
C -4.03578 1.35105 6.79770
Br -3.52021 0.61387 8.59863
H -1.93609 1.76520 6.12253
H -3.14288 2.39600 5.09793
H -4.22588 0.44243 6.22641
H -4.96531 1.89710 6.95867
Br -7.76669 -1.70120 -8.26834
C -6.48617 -0.85195 -6.93309
C -7.06062 -1.03298 -5.53319
Br -5.98957 -0.18813 -4.12750
H -6.34326 0.19463 -7.20205
H -5.46437 -1.19327 -7.09906
H -7.19747 -2.09690 -5.33968
H -8.03219 -0.53934 -5.51158
Br 8.62582 -0.41556 -2.29142
C 10.19905 0.69859 -2.57522
C 11.44540 -0.01220 -2.06619
Br 11.56236 -1.72989 -3.13347
H 10.03784 1.64052 -2.05093
H 10.26660 0.84920 -3.65265
H 11.31984 -0.28615 -1.01868
H 12.32883 0.58415 -2.29430
Br -9.81129 -6.85075 2.62884
C -8.01831 -6.58485 1.86181
C -7.15636 -5.65450 2.65387
Br -5.60695 -5.17215 1.53762
H -8.11371 -6.19361 0.84893
H -7.57823 -7.57678 1.75928
H -6.89078 -5.90722 3.68037
H -7.85646 -4.82725 2.77056
Br -5.38004 8.68411 3.23696
C -4.39138 8.65121 1.60645
C -3.55228 9.85814 1.23534
Br -2.04367 10.07113 2.49791
H -5.12259 8.49387 0.81356
H -3.81665 7.72703 1.66712
H -4.14502 10.76842 1.32558
H -3.03385 9.73847 0.28403
*
```

***

#B
This record from the OMol25 dataset describes a 8-piece molecular cluster, C16H32Br16 overall. The level of theory is ωB97M-V/def2-TZVPD.

**SMILES**: BrCCBr.BrCCBr.BrCCBr.BrCCBr.BrCCBr.BrCCBr.BrCCBr.BrCCBr
**HOMO-LUMO gap**: 9.96 eV
**E_HOMO**: -9.83 eV

Geometry as ORCA input:
```
! RIJCOSX wB97M-V def2-TZVPD def2/J DEFGRID3
* xyz 0 1
Br -4.29876 -2.17403 -0.18789
C -2.81571 -3.07151 -1.03924
C -2.34181 -2.22345 -2.24019
Br -1.59898 -3.37665 -3.59972
H -3.13049 -4.05052 -1.37116
H -2.03613 -3.14713 -0.29785
H -1.55715 -1.54545 -1.90009
H -3.11169 -1.61603 -2.68762
Br -5.94321 1.72475 2.32507
C -4.22866 2.50871 2.82388
C -4.33466 3.93443 3.27697
Br -4.85469 5.14302 1.81494
H -3.56274 2.30454 2.00202
H -3.92782 1.90634 3.68342
H -3.35384 4.30111 3.56700
H -5.07866 4.09058 4.03904
Br 5.05035 -0.69588 -1.93860
C 4.98778 1.24273 -1.64453
C 5.85484 1.62797 -0.51356
Br 7.64578 2.05110 -1.04759
H 3.96504 1.49964 -1.42480
H 5.30845 1.65092 -2.58941
H 5.88361 0.86083 0.24268
H 5.44572 2.53274 -0.06493
Br 1.56753 1.57171 0.76150
C 0.18080 0.92964 -0.41988
C -1.08798 0.68380 0.31727
Br -0.96497 -0.95314 1.36777
H 0.57144 0.00171 -0.81214
H 0.01023 1.63861 -1.22354
H -1.89676 0.49486 -0.38184
H -1.33436 1.46554 1.01809
Br -5.71882 -1.77995 3.43378
C -3.82755 -2.08863 3.63428
C -3.57583 -3.54846 3.64631
Br -1.70631 -4.00445 3.92072
H -3.52069 -1.60711 4.56834
H -3.39819 -1.47303 2.85816
H -3.77679 -3.97812 2.66634
H -4.19648 -4.08260 4.35106
Br 3.09937 -5.62121 -3.82890
C 2.21485 -3.95107 -4.21355
C 2.82954 -2.86293 -3.39561
Br 1.68975 -1.27100 -3.59561
H 1.16985 -4.11142 -3.99049
H 2.28602 -3.76867 -5.27831
H 3.74165 -2.55010 -3.87926
H 2.91981 -3.09362 -2.35082
Br 2.05821 2.87265 -3.41098
C 2.75790 2.21017 -5.07633
C 2.35998 3.02915 -6.25829
Br 0.45970 3.33723 -6.46396
H 2.53422 1.15144 -5.11468
H 3.84648 2.28298 -5.00276
H 2.77892 2.58803 -7.15778
H 2.78039 4.02277 -6.14183
Br -0.33885 2.00711 3.82870
C 0.74070 0.76729 4.81671
C 0.52514 0.98201 6.24827
Br 1.61512 -0.29896 7.19841
H 1.78496 0.81989 4.53639
H 0.40106 -0.22228 4.51526
H -0.51821 1.00800 6.52746
H 0.97157 1.92342 6.55389
*
```

***

The structure with the greatest stability is #B.

***

#A
This record from the OMol25 dataset describes C19H26GeMnN5S as an isolated structure. The level of theory is ωB97M-V/def2-TZVPD.

**HOMO-LUMO gap (alpha / beta)**: 4.26 / 4.68 eV
**E_HOMO (alpha / beta)**: 0.56 / 0.14 eV

Geometry as ORCA input:
```
! RIJCOSX wB97M-V def2-TZVPD def2/J DEFGRID3
* xyz -2 5
Mn 0.20758 -0.80477 1.00435
N 2.27544 2.82178 -0.76775
C 1.54894 1.81208 -0.07352
S 1.97100 0.13741 -0.40543
N 0.66227 2.16572 0.78138
N 0.19591 1.07588 1.48300
C -1.08102 1.08248 2.12328
C -2.19919 0.96291 1.09152
C -3.35370 1.73810 1.03923
C -4.26144 1.52090 0.01510
C -4.00781 0.53643 -0.93012
C -2.83462 -0.19854 -0.79969
N -1.96971 0.01437 0.17846
H 2.52326 2.48096 -1.68691
H 1.69260 3.64676 -0.85002
H -1.28330 2.00090 2.71638
H -3.51364 2.50234 1.79068
H -5.16360 2.12108 -0.04956
H -4.68795 0.34137 -1.74931
H -2.57813 -0.98761 -1.49828
C 0.19547 1.62910 5.11864
Ge 0.10258 -0.21097 4.39371
C -0.71573 -1.30847 5.82834
C 1.97224 -0.79226 4.25555
C -0.93452 -0.31114 2.77792
H 0.76882 1.63162 6.04977
H -0.79852 2.03374 5.32280
H 0.68914 2.28214 4.39717
H -0.13929 -1.22308 6.75379
H -0.73995 -2.35950 5.53470
H -1.74051 -0.98752 6.02805
H 2.48451 -0.68929 5.21688
H 2.48157 -0.18178 3.50837
H 2.02630 -1.83210 3.93530
H -1.88245 -0.84238 2.91168
C 1.09567 -4.41978 2.74763
C 0.65361 -4.90319 1.40017
C 0.60408 -6.24842 1.10118
C 0.20055 -6.72924 -0.14887
C -0.15024 -5.78023 -1.11400
C -0.12229 -4.42392 -0.86518
C -0.52470 -3.43553 -1.91800
C 0.26061 -3.89294 0.43195
N 0.23387 -2.61549 0.69532
H 1.69213 -5.17361 3.27187
H 0.24864 -4.14548 3.38939
H 1.68086 -3.50595 2.62405
H 0.90369 -6.95749 1.87353
H 0.17781 -7.79163 -0.36510
H -0.45652 -6.11518 -2.10538
H -0.59400 -3.91210 -2.90155
H 0.18192 -2.60173 -1.95865
H -1.49723 -2.98380 -1.68535
*
```

***

#B
This record from the OMol25 dataset describes C19H26GeMnN5S as an isolated structure. The level of theory is ωB97M-V/def2-TZVPD.

**HOMO-LUMO gap (alpha / beta)**: 4.11 / 4.87 eV
**E_HOMO (alpha / beta)**: 0.66 / -0.11 eV

Geometry as ORCA input:
```
! RIJCOSX wB97M-V def2-TZVPD def2/J DEFGRID3
* xyz -2 5
Mn 0.02670 -0.92830 0.69180
N 2.62680 2.61440 -0.50390
C 1.74520 1.59280 -0.09180
S 2.00660 -0.01930 -0.72590
N 0.80530 1.86480 0.75500
N 0.15320 0.77820 1.17600
C -1.01520 0.84770 2.00570
C -2.20430 0.76830 1.09130
C -3.30810 1.57140 1.19040
C -4.33980 1.47040 0.23740
C -4.16010 0.52460 -0.78980
C -3.03670 -0.25720 -0.80940
N -2.03610 -0.18410 0.10760
H 3.05910 2.36360 -1.38540
H 2.15590 3.51310 -0.55580
H -1.07980 1.76130 2.62760
H -3.39270 2.27340 2.01530
H -5.21640 2.10360 0.27280
H -4.91710 0.40670 -1.55870
H -2.90130 -0.99840 -1.58990
C 0.07070 1.79840 4.95220
Ge 0.03900 -0.16200 4.45810
C -0.85630 -0.98530 6.08100
C 1.95360 -0.72340 4.73250
C -0.84560 -0.50740 2.73510
H 0.51310 1.93690 5.93530
H -0.93440 2.21260 4.97250
H 0.65240 2.36400 4.23050
H -0.32500 -0.68360 6.98080
H -0.83800 -2.06880 6.02320
H -1.89040 -0.66080 6.16630
H 2.28190 -0.46640 5.73940
H 2.61510 -0.24240 4.01760
H 2.04960 -1.79680 4.60030
H -1.82670 -0.96540 2.95090
C 1.30720 -4.29660 2.47940
C 0.72890 -4.83300 1.20370
C 0.72690 -6.18010 0.92830
C 0.24230 -6.68130 -0.27800
C -0.22720 -5.77990 -1.23210
C -0.24730 -4.42770 -1.00250
C -0.66770 -3.44420 -2.05230
C 0.19060 -3.89140 0.26000
N 0.11550 -2.60720 0.50040
H 2.12270 -4.93330 2.82850
H 0.54830 -4.23130 3.26290
H 1.67250 -3.28050 2.30320
H 1.12030 -6.87300 1.67050
H 0.25380 -7.74740 -0.48350
H -0.56950 -6.15520 -2.19320
H -0.66290 -3.88260 -3.05210
H 0.01460 -2.58740 -2.02320
H -1.66770 -3.05980 -1.84400
*
```

***

The structure with the greatest stability is #A.

***

#A
This record from the OMol25 dataset describes a 2-piece molecular cluster, C2H9NO overall. The level of theory is ωB97M-V/def2-TZVPD.

**HOMO-LUMO gap (alpha / beta)**: 2.82 / 9.71 eV
**E_HOMO (alpha / beta)**: 1.47 / -5.28 eV

Geometry as ORCA input:
```
! RIJCOSX wB97M-V def2-TZVPD def2/J DEFGRID3
* xyz -1 2
C 1.00584 -0.80349 0.73935
C -0.10834 -1.24262 -0.28423
N -0.49027 -0.08250 -1.14478
H 0.61694 -0.04899 1.34230
H 1.13496 -1.77232 1.36530
H 1.92574 -0.33812 0.44785
H 0.17029 -2.12440 -0.82378
H -1.21385 -1.64471 0.08813
H 0.09101 0.70535 -0.87352
H -0.46838 -0.26635 -2.12842
H -1.20074 3.22190 0.58695
H -0.90380 1.86217 0.08116
O -0.55942 2.53408 0.60369
*
```

***

#B
This record from the OMol25 dataset describes a 2-piece molecular cluster, C2H9NO overall. The level of theory is ωB97M-V/def2-TZVPD.

**HOMO-LUMO gap (alpha / beta)**: 3.17 / 9.52 eV
**E_HOMO (alpha / beta)**: 1.30 / -5.20 eV

Geometry as ORCA input:
```
! RIJCOSX wB97M-V def2-TZVPD def2/J DEFGRID3
* xyz -1 2
C 0.92473 -0.30710 0.93311
C 0.02310 -1.02626 -0.09513
N 0.05496 -0.36707 -1.39449
H 0.44685 0.25685 1.72878
H 1.54695 -1.04569 1.45570
H 1.50840 0.50041 0.48044
H 0.40072 -2.05770 -0.13768
H -0.97511 -1.11961 0.33953
H 0.82906 -0.73220 -1.93436
H -0.80893 -0.50693 -1.89253
H -1.39706 1.49930 0.69455
H -1.58867 2.79905 -0.21758
O -0.96501 2.10696 0.03965
*
```

***

The structure with the greatest stability is #B.

***

#A
This record from the OMol25 dataset describes a 2-piece molecular cluster, C3H3BrO2 overall. The level of theory is ωB97M-V/def2-TZVPD.

**HOMO-LUMO gap (alpha / beta)**: 8.09 / 8.09 eV
**E_HOMO (alpha / beta)**: -7.84 / -7.83 eV

Geometry as ORCA input:
```
! RIJCOSX wB97M-V def2-TZVPD def2/J DEFGRID3
* xyz 0 1
C 0.48540 1.80187 -0.06410
C 0.29694 -1.34944 -0.12794
C -0.66805 -0.30521 0.11881
O 1.64708 1.65955 -0.03068
O -0.20017 -1.03093 1.19721
Br -2.41874 0.04732 -0.25843
H -0.30464 2.56746 0.03797
H -0.08117 -2.28348 -0.37552
H 1.24335 -1.10715 -0.49732
*
```

***

#B
This record from the OMol25 dataset describes one molecule with the formula C3H3BrO2. The level of theory is ωB97M-V/def2-TZVPD.

**SMILES**: O=C[C@@]1(Br)CO1
**HOMO-LUMO gap**: 10.15 eV
**E_HOMO**: -10.48 eV

Geometry as ORCA input:
```
! RIJCOSX wB97M-V def2-TZVPD def2/J DEFGRID3
* xyz 0 1
C 1.43876 -1.54288 0.51784
C 0.13352 0.65060 -0.38067
C 1.29678 -0.10257 0.09449
O 1.46522 -2.54000 -0.17815
O 0.76546 0.77801 0.94624
Br 3.00678 0.56518 -0.85087
H 1.47924 -1.74224 1.63718
H 0.54599 1.32644 -1.16370
H -0.85859 0.27187 -0.48118
*
```

***

#C
This record from the OMol25 dataset describes C3H3BrO2 as an isolated structure. The level of theory is ωB97M-V/def2-TZVPD.

**HOMO-LUMO gap**: 10.32 eV
**E_HOMO**: -9.58 eV

Geometry as ORCA input:
```
! RIJCOSX wB97M-V def2-TZVPD def2/J DEFGRID3
* xyz 0 1
C -1.53679 -0.42710 -0.01125
C -0.24900 -0.34539 -0.73135
C 1.07619 0.38237 0.60888
O -2.25213 -0.99406 0.69912
O -1.33040 0.63742 -0.71219
Br 2.75198 -0.12320 -0.05493
H 0.15124 -0.49391 -1.72070
H 0.65428 -0.08472 1.39996
H 0.73463 1.44859 0.52246
*
```

***

The structure with the greatest stability is #B.